Here is a molecular structure, C11H22O4 from the Open Molecules 2025 dataset. Energies are from ωB97M-V/def2-TZVPD.

Summary:
Gap between HOMO and LUMO ... 10.409 eV
Energy above the lowest of the compared OMol25 structures with the same formula, charge and spin ... 11.012 eV
Total energy ... -732.9053 Ha

Last column: Löwdin charge in e.
Positions of all 37 atoms, in Å:
O1 -1.321 -1.973 0.683  -0.06
O2 -4.727 0.580 0.282  -0.05
O3 -0.603 -2.363 -1.445  0.13
O4 -2.040 0.800 0.852  0.05
C1 2.581 -1.347 0.158  -0.32
C2 2.294 1.416 0.087  -0.18
C3 -2.606 -1.188 0.132  -0.01
C4 -3.620 0.551 -0.688  -0.17
C5 -0.446 -2.375 -0.278  -0.49
C6 1.306 2.397 -0.336  -0.33
C7 0.667 -3.086 0.764  0.03
C8 1.662 -0.110 -0.199  -0.13
C9 -2.337 0.190 -0.159  -0.64
C10 1.734 3.806 0.036  -0.12
C11 2.033 -2.665 -0.005  -0.21
H1 0.997 4.565 -0.547  0.12
H2 -4.249 1.135 0.953  0.10
H3 2.708 -0.935 1.363  0.17
H4 -1.676 0.310 -0.788  0.09
H5 -2.892 -1.832 -0.907  0.20
H6 0.996 2.340 -1.383  0.11
H7 0.707 -2.518 1.693  0.11
H8 2.934 -3.270 0.246  0.11
H9 1.901 4.142 1.054  0.07
H10 3.098 1.577 -0.453  0.07
H11 0.579 -3.995 0.748  0.00
H12 1.970 -2.486 -1.381  0.22
H13 0.563 -0.228 0.438  0.16
H14 2.292 1.404 1.060  0.05
H15 -4.015 0.217 -1.509  0.07
H16 2.589 3.906 -0.570  0.04
H17 0.178 2.142 0.163  0.16
H18 1.474 -0.232 -1.174  0.04
H19 -3.503 1.755 -1.102  0.20
H20 3.550 -1.191 -0.137  0.07
H21 -3.315 -1.703 0.741  0.13
H22 -1.465 0.261 1.609  0.24